Record 1
The following is a DFT calculation (ωB97M-V/def2-TZVPD) of 3 unconnected molecules or ions with the total composition C18H34N2O6P at a distorted geometry.

Each line ends with the natural charge from an NBO analysis.
Geometry (Å):
C: -1.67 2.77 -4.17  -0.661
C: -0.41 2.39 -3.13  -0.221
N: -0.83 1.48 -2.00  -0.566
C: -0.86 2.17 -0.66  -0.223
C: -0.27 1.16 0.54  -0.462
C: 0.92 0.24 -0.10  -0.036
C: 0.45 -1.31 -0.52  -0.433
C: 1.88 -1.72 -1.28  -0.551
P: 2.00 -3.55 -1.80  1.386
O: 3.46 -3.80 -2.39  -1.051
C: 2.89 -1.16 -0.07  -0.280
N: 2.14 -0.11 0.78  -0.568
C: -2.07 0.68 -2.30  0.710
C: -3.60 1.00 -1.83  -0.751
O: -1.90 -0.42 -3.10  -0.587
H: -1.28 3.68 -4.81  0.235
H: -2.64 3.09 -3.60  0.218
H: -1.81 1.86 -4.91  0.241
H: 0.18 3.35 -2.82  0.227
H: 0.34 1.75 -3.81  0.206
H: -0.09 3.08 -0.67  0.237
H: -1.89 2.63 -0.35  0.245
H: 0.25 1.90 1.32  0.227
H: -1.12 0.57 1.10  0.243
H: 1.49 0.63 -1.07  0.239
H: 0.39 -1.81 0.54  0.197
H: -0.55 -1.44 -1.11  0.296
H: 1.89 -1.15 -2.30  0.275
H: 1.07 -3.75 -2.91  -0.008
H: 1.63 -4.48 -0.75  -0.046
H: 3.79 -0.75 -0.74  0.287
H: 3.10 -2.17 0.52  0.273
H: 1.74 -0.44 1.70  0.456
H: 2.74 0.76 0.81  0.458
H: -3.80 0.87 -0.68  0.245
H: -3.92 2.10 -2.15  0.251
H: -4.38 0.29 -2.39  0.276
O: -1.81 4.98 0.02  -0.582
C: -1.28 5.32 1.07  0.798
O: -0.06 4.87 1.49  -0.506
C: 0.20 5.39 2.79  -0.073
C: -0.66 6.61 2.92  -0.431
C: -1.87 6.25 2.08  -0.532
H: -0.05 4.62 3.53  0.177
H: 1.27 5.63 2.89  0.203
H: -0.91 6.86 3.95  0.234
H: -0.15 7.47 2.47  0.218
H: -2.62 5.71 2.66  0.244
H: -2.30 7.13 1.61  0.258
O: 1.76 -4.85 3.55  -0.576
C: 1.25 -5.69 2.82  0.786
O: -0.02 -5.61 2.33  -0.492
C: -0.32 -6.81 1.62  -0.074
C: 1.02 -7.39 1.24  -0.427
C: 1.90 -6.96 2.38  -0.534
H: -0.88 -7.48 2.28  0.189
H: -0.92 -6.58 0.74  0.197
H: 1.00 -8.47 1.09  0.236
H: 1.38 -6.93 0.31  0.200
H: 1.88 -7.68 3.21  0.250
H: 2.93 -6.79 2.06  0.249

Properties
Charge: +1
Electronic energy (Eh): -1608.1214
Orbital gap (eV): 8.85

Record 2
The following is a DFT calculation (ωB97M-V/def2-TZVPD) of 3 unconnected molecules or ions with the total composition C17H30F2N3O2Si at a distorted geometry.

Each line ends with the natural charge from an NBO analysis.
Geometry (Å):
C: 1.51 2.29 1.68  -1.099
Si: 0.69 0.58 1.72  1.638
C: -1.03 0.79 0.97  -1.119
C: 1.72 -0.59 0.67  -0.895
C: 0.94 -1.86 0.28  -0.480
C: 1.70 -3.20 0.50  0.776
N: 2.05 -3.90 -0.60  -1.068
F: 2.81 -2.99 1.30  -0.403
F: 0.78 -3.96 1.39  -0.490
C: 0.66 0.04 3.53  -0.376
C: -0.10 0.72 4.49  -0.233
C: -0.06 0.31 5.82  -0.231
C: 0.72 -0.77 6.21  -0.231
C: 1.48 -1.45 5.27  -0.201
C: 1.44 -1.05 3.93  -0.220
H: 1.79 2.59 0.68  0.237
H: 0.81 3.01 2.12  0.213
H: 2.38 2.26 2.34  0.224
H: -1.84 0.52 1.65  0.221
H: -1.15 0.18 0.08  0.251
H: -1.17 1.82 0.68  0.239
H: 2.63 -0.79 1.24  0.242
H: 2.00 -0.02 -0.21  0.262
H: -0.02 -1.90 0.80  0.192
H: 0.73 -1.80 -0.78  0.213
H: 1.17 -4.11 -1.08  0.300
H: -0.71 1.57 4.21  0.199
H: -0.63 0.86 6.56  0.196
H: 0.76 -1.09 7.25  0.198
H: 2.10 -2.29 5.56  0.207
H: 2.03 -1.60 3.22  0.243
C: -3.98 3.45 -0.74  -0.722
C: -3.32 2.31 -1.47  0.675
O: -2.11 2.19 -1.53  -0.602
N: -4.13 1.39 -2.06  -0.625
C: -5.58 1.35 -2.09  -0.408
H: -3.21 4.09 -0.32  0.246
H: -4.60 4.04 -1.42  0.217
H: -4.61 3.08 0.08  0.224
H: -3.63 0.65 -2.53  0.404
H: -5.94 0.43 -1.63  0.197
H: -5.94 1.38 -3.13  0.189
H: -6.00 2.20 -1.56  0.207
C: 2.97 -1.62 -3.29  -0.731
C: 2.13 -0.38 -3.45  0.685
O: 1.87 0.35 -2.52  -0.626
N: 1.66 -0.09 -4.71  -0.632
C: 1.86 -0.84 -5.93  -0.407
H: 3.26 -1.72 -2.24  0.283
H: 2.41 -2.51 -3.56  0.238
H: 3.88 -1.56 -3.90  0.205
H: 1.10 0.74 -4.74  0.394
H: 2.36 -0.22 -6.67  0.183
H: 0.90 -1.17 -6.33  0.186
H: 2.48 -1.72 -5.74  0.218

Properties
Charge: -1
Electronic energy (Eh): -1469.8102
Orbital gap (eV): 4.95
Energy above the lowest of the compared OMol25 structures with the same formula, charge and spin (kcal/mol): 0.0

Record 3
The following is a DFT calculation (ωB97M-V/def2-TZVPD) of a single C23H30N4O molecule at a distorted geometry.

Each line ends with the natural charge from an NBO analysis.
Geometry (Å):
C: -2.01 -1.90 -1.02  -0.614
H: -1.97 -2.84 -1.58  0.208
H: -1.42 -1.16 -1.56  0.200
H: -1.57 -2.05 -0.04  0.217
C: -3.47 -1.46 -0.89  -0.206
N: -3.59 -0.30 -0.02  -0.466
C: -3.03 0.92 -0.56  -0.230
H: -2.78 0.79 -1.61  0.182
H: -3.75 1.75 -0.49  0.195
C: -1.78 1.32 0.24  -0.222
N: -1.29 2.64 -0.12  -0.436
C: -0.62 2.65 -1.42  -0.422
H: -0.31 3.67 -1.64  0.197
H: 0.25 1.99 -1.45  0.190
H: -1.33 2.33 -2.18  0.200
C: -0.47 3.23 0.91  -0.276
C: 0.73 2.43 1.32  0.523
N: 1.19 1.35 0.77  -0.535
C: 2.23 1.00 1.58  0.346
N: 2.40 1.83 2.57  -0.154
O: 1.42 2.77 2.41  -0.283
C: 3.08 -0.19 1.33  -0.336
C: 2.23 -1.44 1.24  0.081
C: 2.62 -2.51 0.44  -0.228
C: 1.84 -3.65 0.36  -0.206
C: 0.67 -3.74 1.09  -0.220
C: 0.28 -2.69 1.91  -0.199
C: 1.06 -1.55 1.98  -0.231
H: 0.76 -0.74 2.63  0.213
H: -0.63 -2.76 2.49  0.214
H: 0.06 -4.63 1.03  0.213
H: 2.15 -4.47 -0.27  0.213
H: 3.53 -2.44 -0.13  0.221
C: 3.88 0.07 0.08  -0.036
C: 3.23 0.17 -1.15  -0.152
C: 3.94 0.44 -2.30  -0.225
C: 5.32 0.61 -2.24  -0.213
C: 5.97 0.52 -1.03  -0.207
C: 5.26 0.25 0.13  -0.201
H: 5.77 0.18 1.08  0.212
H: 7.04 0.65 -0.97  0.214
H: 5.88 0.82 -3.14  0.213
H: 3.43 0.51 -3.25  0.212
H: 2.16 0.04 -1.19  0.222
H: 3.77 -0.29 2.19  0.248
H: -1.08 3.39 1.80  0.228
H: -0.12 4.21 0.57  0.228
H: -2.06 1.34 1.30  0.194
H: -1.01 0.54 0.12  0.199
C: -4.89 -0.16 0.61  -0.195
C: -6.06 0.07 -0.35  -0.636
H: -6.20 -0.78 -1.00  0.203
H: -6.98 0.23 0.22  0.212
H: -5.89 0.95 -0.96  0.202
H: -4.82 0.68 1.31  0.189
H: -5.08 -1.06 1.19  0.190
H: -3.88 -1.26 -1.90  0.159
H: -4.04 -2.27 -0.44  0.192

Properties
Electronic energy (Eh): -1188.6447
Orbital gap (eV): 8.97
SMILES: CCN(CC)CCN(C)Cc1nc(C(c2ccccc2)c2ccccc2)no1
Energy above the lowest of the compared OMol25 structures with the same formula, charge and spin (kcal/mol): 80.1

Record 4
The following is a DFT calculation (ωB97M-V/def2-TZVPD) of a single C4H5NO molecule at a distorted geometry.

Each line ends with the natural charge from an NBO analysis.
Geometry (Å):
C: 1.19 0.13 -0.07  0.284
C: 1.82 1.65 0.06  -0.235
C: -2.00 -0.37 0.11  -0.441
C: -0.98 -1.14 -0.04  -0.054
N: 0.38 -0.93 0.33  -0.194
O: 1.38 -0.98 -0.73  -0.335
H: 2.61 1.78 -0.54  0.167
H: 1.49 2.31 0.71  0.167
H: -2.90 -0.97 -0.07  0.230
H: -1.81 0.75 0.39  0.218
H: -1.19 -2.23 -0.16  0.194

Properties
Expectation value of S²: 2.006
Electronic energy (Eh): -285.0620
Orbital gap (spin up / spin down) (eV): 7.03 / 8.07
Energy above the lowest of the compared OMol25 structures with the same formula, charge and spin (kcal/mol): 114.4
Multiplicity: 3